Record 1
Molecular formula: C17H34O2P2Pd
Method: DFT, ωB97M-V/def2-TZVPD

Each line ends with the Löwdin charge.
Element x y z (Å)
P -1.432 -2.165 -3.650  0.611
P 0.208 1.297 -5.187  1.059
C -1.702 -0.725 -4.749  -0.359
C -0.548 -0.320 -5.687  -0.298
H -1.972 0.101 -4.085  0.051
H -2.588 -0.987 -5.314  0.094
H 0.222 -1.097 -5.806  0.077
H -0.953 -0.112 -6.688  0.106
C -1.183 2.320 -5.892  -0.196
H -0.966 3.394 -5.836  0.070
H -2.091 2.096 -5.340  0.069
H -1.314 2.074 -6.953  0.070
C 1.207 1.923 -6.692  -0.178
H 0.608 1.813 -7.607  0.070
H 2.173 1.437 -6.890  0.050
H 1.414 3.001 -6.586  0.076
C -2.788 -3.337 -3.864  -0.225
H -2.607 -4.260 -3.301  0.051
H -2.811 -3.507 -4.934  0.056
H -3.717 -2.881 -3.500  0.064
C 0.089 -3.072 -4.003  -0.215
H 0.889 -2.373 -4.272  0.022
H -0.108 -3.747 -4.841  0.066
H 0.411 -3.651 -3.137  0.051
Pd -1.859 -1.626 -1.771  0.753
C 1.702 3.704 -3.910  -0.008
C 0.555 2.905 -3.807  -0.249
C 0.302 2.047 -2.537  -0.156
C 1.368 0.967 -2.241  -0.135
C 2.403 0.556 -3.214  0.042
C 2.641 1.015 -4.499  -0.117
C 3.595 2.152 -4.563  -0.111
C 3.072 3.299 -3.643  -0.135
C -1.496 -3.602 -0.841  -0.143
H 1.538 4.776 -4.000  0.152
H -0.320 3.522 -3.996  0.115
H -0.695 1.589 -2.599  0.105
H 0.245 2.751 -1.695  0.148
H 1.858 1.277 -1.324  0.156
H 0.809 0.068 -1.893  0.122
H 2.780 -0.446 -2.955  0.171
H 2.739 0.256 -5.303  0.147
H 3.761 2.505 -5.584  0.133
H 4.560 1.813 -4.137  0.168
H 3.181 2.974 -2.601  0.142
H 3.728 4.175 -3.780  0.148
H -0.420 -3.755 -0.992  -0.013
H -2.043 -4.438 -1.275  -0.016
H -1.716 -3.535 0.244  0.012
C -1.110 0.756 1.426  0.009
C -1.314 0.066 0.105  -0.692
O -0.472 -0.864 -0.166  -0.132
O -2.292 0.342 -0.682  -0.126
H -0.039 0.797 1.630  0.085
H -1.589 0.165 2.191  0.095
H -1.525 1.761 1.421  0.088

## Properties
maximum force = 5.5 eV/Å
2S+1 = 5
highest occupied orbital energy (spin up / spin down) = -11.7 / -13.9 eV
charge = +2
energy = -44307.5943 eV
relative energy (zero: lowest compared OMol25 entry of this formula, charge and spin) = 41.7 kcal per mole

=====

Record 2
Molecular formula: C17H34O2P2Zn
Method: DFT, ωB97M-V/def2-TZVPD

Each line ends with the Löwdin charge.
Element x y z (Å)
P 0.219 1.935 -1.838  0.881
P 1.795 0.008 2.338  0.762
C -0.155 0.436 -0.442  -0.345
C 0.155 0.230 1.131  -0.392
H 0.294 -0.392 -0.995  0.067
H -1.241 0.400 -0.529  0.025
H -0.714 0.518 1.748  0.062
H 0.244 -0.859 1.150  0.016
C 2.104 -1.791 2.350  -0.249
H 2.898 -1.926 3.098  0.050
H 2.465 -2.127 1.372  0.045
H 1.204 -2.331 2.663  0.030
C 0.800 0.148 3.911  -0.331
H 0.305 -0.815 4.101  0.003
H 0.062 0.957 3.848  0.016
H 1.508 0.353 4.720  0.022
C 0.856 1.064 -3.287  -0.278
H 1.229 1.860 -3.958  0.052
H 0.062 0.493 -3.791  0.024
H 1.695 0.414 -2.979  0.059
C -1.411 2.666 -2.187  -0.291
H -2.068 2.643 -1.303  0.051
H -1.884 2.153 -3.033  0.028
H -1.202 3.713 -2.476  0.044
Zn 0.617 2.070 0.458  0.575
C -1.979 -1.610 0.733  -0.113
C -0.941 -2.386 0.339  -0.126
C -0.905 -3.229 -0.888  -0.170
C -1.690 -2.663 -2.094  -0.171
C -1.681 -1.172 -2.219  -0.124
C -2.676 -0.351 -1.826  -0.149
C -3.781 -0.731 -0.894  -0.175
C -3.372 -1.754 0.196  -0.176
C 1.656 3.710 0.202  -0.280
H -1.930 -1.037 1.666  0.107
H -0.164 -2.676 1.059  0.099
H -1.295 -4.238 -0.673  0.122
H 0.143 -3.387 -1.184  0.117
H -1.215 -3.072 -3.000  0.117
H -2.713 -3.064 -2.092  0.109
H -0.872 -0.788 -2.847  0.077
H -2.858 0.585 -2.361  0.085
H -4.636 -1.152 -1.456  0.122
H -4.165 0.181 -0.406  0.111
H -4.069 -1.603 1.036  0.116
H -3.569 -2.774 -0.174  0.109
H 2.259 4.015 1.067  -0.036
H 0.903 4.493 0.012  -0.030
H 2.317 3.684 -0.676  -0.014
C 4.330 1.882 2.053  -0.086
O 4.110 1.032 0.878  -0.091
C 2.998 0.296 0.760  -0.613
O 2.754 -0.302 -0.295  -0.045
H 5.380 1.770 2.336  0.080
H 3.691 1.604 2.913  0.036
H 4.133 2.920 1.767  0.066

## Properties
maximum force = 4.4 eV/Å
highest occupied orbital energy (spin up / spin down) = -4.4 / -4.4 eV
energy = -89260.3766 eV
relative energy (zero: lowest compared OMol25 entry of this formula, charge and spin) = 171.0 kcal per mole